15
Properties=species:S:1:pos:R:3:mulliken_charge:R:1 method="wB97M-V/def2-TZVPD" smiles="[H]/N=C1/CC[C@@H]1C" homo_energy_ev=-9.686 energy_ha=-250.6330 relative_energy_kj_mol=89.2 multiplicity=1
N 0.785 0.093 -2.119 -0.71
C -0.484 0.343 0.101 0.40
C -1.721 -0.526 -0.082 -1.38
C 1.706 0.317 0.251 -0.44
C 0.535 -0.048 1.199 -0.73
C 0.688 0.268 -0.873 0.23
H 0.468 0.486 2.148 0.31
H 2.570 -0.351 0.197 0.30
H 0.491 -1.128 1.376 0.26
H -1.454 -1.571 -0.276 0.32
H -0.777 1.398 0.203 0.24
H -2.370 -0.187 -0.899 0.38
H -2.322 -0.502 0.835 0.35
H -0.175 0.068 -2.472 0.26
H 2.062 1.341 0.412 0.22